A molecular structure, C17H47BaN2S3Si4, computed with wB97M-V/def2-TZVPD.

Output
**Relative energy (zero: lowest compared OMol25 entry of this formula, charge and spin)**: 0.000 eV
**DFT total energy**: -86078.9760 eV
**Molecular weight**: 625.45 g/mol
**E_HOMO**: -8.949 eV
**Total charge**: +1

Each line ends with the Mulliken charge.
Atoms and positions in Å:
H1 10.631 15.731 7.418  0.442
H2 15.239 9.999 10.407  0.211
C1 14.680 14.799 10.083  -0.935
H3 17.850 10.579 7.346  0.433
H4 12.495 7.321 8.395  0.490
S1 12.333 14.479 6.283  0.041
C2 7.513 12.842 6.230  -1.219
H5 10.762 10.473 11.200  0.231
C3 13.621 15.690 6.070  -0.694
H6 7.927 12.859 10.704  0.539
H7 16.991 8.865 8.950  0.289
H8 9.581 13.309 10.284  0.041
H9 8.239 13.664 6.359  0.200
H10 11.362 7.354 5.316  0.399
N1 15.249 9.938 9.417  -0.225
C4 7.138 10.307 9.517  -1.077
H11 13.382 16.321 5.183  0.490
H12 12.116 8.777 9.375  0.423
Si1 8.907 11.003 9.533  0.252
H13 9.807 12.378 4.305  0.202
N2 15.843 10.397 6.684  -0.390
H14 15.374 14.108 10.544  0.425
H15 12.164 8.849 5.320  0.238
H16 7.572 8.843 5.533  0.289
C5 16.624 9.921 9.068  -0.839
H17 14.972 16.216 8.410  0.383
H18 9.577 9.236 11.191  0.341
C6 11.982 15.301 9.152  -0.797
H19 12.562 16.222 9.169  0.527
H20 7.016 13.065 5.313  0.438
C7 9.522 7.291 7.897  -1.064
H21 8.515 11.439 3.517  0.412
S2 13.115 14.001 9.893  0.100
H22 7.075 9.200 9.620  0.293
H23 16.210 10.883 5.813  0.246
H24 6.649 10.578 8.573  0.166
H25 10.794 14.041 7.764  -0.451
H26 6.591 10.723 10.319  0.480
C8 15.409 15.308 8.840  -0.782
Ba1 13.373 11.565 7.613  1.323
H27 8.271 13.374 9.042  0.206
H28 11.148 15.405 9.886  0.514
S3 15.534 14.201 7.435  0.022
H29 6.809 9.662 6.913  0.287
C9 7.201 9.802 5.920  -1.046
H30 16.413 15.558 9.195  0.514
H31 13.528 16.340 6.941  0.217
H32 14.710 9.096 9.160  0.140
Si2 10.672 8.643 7.383  0.158
H33 17.171 10.479 9.810  0.436
Si3 8.461 11.179 5.947  0.093
H34 8.598 7.209 7.354  0.310
H35 6.298 10.051 5.349  0.414
H36 13.075 8.894 7.779  -0.307
C10 9.262 11.426 4.268  -1.059
H37 15.753 9.361 6.516  0.205
Si4 10.142 10.892 7.532  -0.002
C11 11.367 14.937 7.744  0.033
H38 9.410 7.309 8.996  0.287
H39 10.044 6.356 7.845  0.447
C12 9.661 10.302 11.101  -1.222
C13 15.011 15.123 5.979  -0.806
C14 16.818 10.667 7.712  -0.169
H40 14.537 15.672 10.769  0.364
H41 16.637 11.681 8.062  -0.032
C15 8.649 12.832 9.931  -1.033
H42 15.692 15.918 5.815  0.465
C16 11.223 8.410 5.605  -1.100
H43 6.823 12.871 7.028  0.375
H44 10.526 8.838 4.852  0.188
H45 9.200 10.790 11.939  0.408
C17 12.251 8.394 8.372  -0.725
H46 10.014 10.616 4.072  0.240
H47 15.050 14.284 5.245  0.308